# 1
Below is C40H37AsBIN11S3Sr as an isolated structure, with properties calculated with ωB97M-V with the def2-TZVPD basis set.

Charge: -1
Frontier orbital gap, eV: 5.7
HOMO level, Ha: -0.1471

Geometry (Å):
Sr (-0.66257, 1.06793, 0.41481)
C (3.25439, 0.88986, -2.57388)
C (1.88401, 0.94625, -2.29296)
N (1.66633, 0.91256, -0.98107)
N (2.87924, 0.83410, -0.39642)
C (3.84657, 0.82271, -1.33074)
B (3.07629, 0.84758, 1.13923)
N (2.60064, 2.21217, 1.68145)
C (3.39654, 3.19314, 2.14223)
C (2.64373, 4.34199, 2.26591)
C (1.36149, 3.94971, 1.85854)
N (1.34189, 2.66826, 1.50982)
N (2.35373, -0.32676, 1.81805)
C (2.94433, -1.36926, 2.43042)
C (1.96608, -2.25045, 2.83541)
C (0.77288, -1.65185, 2.41230)
N (1.01178, -0.49273, 1.80640)
H (3.73419, 0.88692, -3.53670)
H (1.05103, 0.98539, -2.97853)
H (4.88157, 0.76192, -1.03823)
H (4.25704, 0.74728, 1.36101)
H (4.44120, 3.00372, 2.32342)
H (2.97277, 5.31396, 2.59088)
H (0.44982, 4.52466, 1.78847)
H (4.01688, -1.40782, 2.52092)
H (2.09355, -3.19277, 3.33853)
H (-0.24584, -1.99854, 2.50779)
S (-2.55245, -0.77881, 1.84994)
C (-4.01641, -0.89623, 0.90004)
C (-5.02381, -1.74730, 1.46396)
N (-5.79942, -2.45315, 1.94252)
C (-4.25471, -0.29612, -0.30062)
S (-3.21640, 0.80719, -1.15711)
C (-5.50365, -0.57469, -0.95885)
N (-6.48754, -0.78515, -1.51984)
S (-2.11024, 3.51717, 2.24614)
C (-1.34432, 2.75266, 3.55402)
N (-1.55436, 1.47087, 3.83375)
C (-0.80241, 0.72928, 4.83021)
C (0.59445, 1.31592, 4.92665)
C (0.48320, 2.79977, 5.23596)
N (-0.47519, 3.42969, 4.33386)
H (-2.22566, 0.95600, 3.25290)
H (-0.77612, -0.31187, 4.51033)
H (-1.30874, 0.77213, 5.80110)
H (1.10916, 1.16885, 3.97422)
H (1.16791, 0.81545, 5.70750)
H (1.44740, 3.29219, 5.09944)
H (0.16986, 2.94739, 6.27471)
H (-0.28866, 4.36390, 4.01364)
C (2.95993, -4.83159, -0.18220)
C (3.19562, -3.47268, -0.34035)
C (2.15548, -2.62114, -0.67870)
C (0.86795, -3.11311, -0.88383)
C (0.64247, -4.47714, -0.73533)
C (1.68095, -5.32997, -0.37968)
As (-0.52925, -1.81109, -1.32492)
C (-0.16159, -1.60502, -3.23547)
C (-0.88806, -0.63104, -3.91988)
C (-0.64024, -0.38437, -5.26399)
C (0.34157, -1.10040, -5.93462)
C (1.06830, -2.07040, -5.25825)
C (0.81694, -2.32325, -3.91605)
C (-2.09972, -2.95611, -1.41394)
C (-2.84159, -3.10259, -2.58120)
C (-4.03276, -3.81692, -2.56908)
C (-4.48577, -4.39875, -1.39597)
C (-3.74318, -4.26979, -0.23092)
C (-2.56138, -3.54520, -0.23844)
H (3.76826, -5.49758, 0.09405)
H (4.18987, -3.06874, -0.18939)
H (2.35192, -1.56342, -0.79242)
H (-0.34672, -4.88381, -0.89978)
H (1.48676, -6.38945, -0.26390)
H (-1.65871, -0.07049, -3.39704)
H (-1.21625, 0.37068, -5.78453)
H (0.53875, -0.90468, -6.98155)
H (1.83354, -2.63503, -5.77702)
H (1.39114, -3.08024, -3.39699)
H (-2.50610, -2.64510, -3.50259)
H (-4.61841, -3.89591, -3.47624)
H (-5.43013, -4.92740, -1.37960)
H (-4.11069, -4.68781, 0.69710)
H (-2.02439, -3.39789, 0.69062)
I (2.33018, 6.20795, -2.22610)
C (0.49673, 5.28578, -1.86830)
C (-0.69786, 5.94190, -2.11244)
C (-1.87740, 5.27157, -1.83746)
C (-1.81631, 3.98443, -1.32698)
N (-0.66176, 3.35596, -1.09492)
C (0.47500, 3.99600, -1.36393)
H (-0.70597, 6.95027, -2.50445)
H (-2.83707, 5.73878, -2.00834)
H (-2.71585, 3.42635, -1.08978)
H (1.39431, 3.46339, -1.15668)

# 2
Below is C40H37BrCl5N3O3Ti as an isolated structure, with properties calculated with ωB97M-V with the def2-TZVPD basis set.

Multiplicity: 2
Charge: -1
⟨S²⟩: 0.7588
Frontier orbital gap (alpha / beta), eV: 4.9 / 4.9
HOMO level (alpha / beta), Ha: -0.1056 / -0.1061

Geometry (Å):
Ti (-1.22252, -0.76863, 0.33273)
O (3.61221, -1.99869, -1.62561)
C (2.99969, -3.19373, -1.42112)
C (3.69442, -4.33651, -1.81043)
C (3.12362, -5.58774, -1.65816)
C (1.85128, -5.71844, -1.11553)
C (1.16216, -4.57789, -0.73099)
C (1.71765, -3.31086, -0.86758)
C (0.88167, -2.10553, -0.50578)
O (-0.16283, -2.41117, 0.38264)
N (1.71042, -1.02619, 0.02858)
N (0.84558, 0.06306, 0.45484)
C (1.57540, 0.83291, 1.46227)
C (1.13608, 1.81749, 2.27376)
Br (-0.84840, 2.13690, 2.37586)
C (1.80982, 2.72521, 3.08708)
C (3.19379, 3.10791, 2.96407)
C (3.76385, 3.92544, 3.96871)
C (5.06675, 4.37823, 3.90597)
C (5.89514, 4.04080, 2.83741)
C (5.36237, 3.23526, 1.83882)
C (4.05772, 2.76942, 1.89846)
H (3.05225, -1.30573, -1.20665)
H (4.68262, -4.20868, -2.23213)
H (3.67410, -6.46865, -1.96602)
H (1.39803, -6.69343, -0.99665)
H (0.16756, -4.64513, -0.30926)
H (0.44323, -1.71053, -1.43567)
H (2.10266, -1.37023, 0.90673)
H (2.57813, 0.46225, 1.63280)
H (1.25354, 3.16849, 3.90111)
H (3.13677, 4.20774, 4.80801)
H (5.44474, 5.00515, 4.70677)
H (6.91977, 4.38570, 2.79142)
H (5.97349, 2.95109, 0.98877)
H (3.68856, 2.14535, 1.09782)
O (-0.47127, -1.14153, 2.61547)
C (-1.14926, -1.88578, 3.62240)
C (-2.06825, -2.94730, 3.03040)
C (-3.51638, -2.51929, 2.83191)
C (-3.94534, -1.31799, 2.01409)
C (-5.32059, -1.02334, 2.06533)
C (-5.80375, 0.10738, 1.46177)
C (-4.91506, 0.97262, 0.83249)
C (-3.59264, 0.61270, 0.78987)
N (-3.12055, -0.52979, 1.33439)
H (-0.07610, -1.79916, 1.99340)
H (-1.71253, -1.16093, 4.21613)
H (-0.40307, -2.33657, 4.28322)
H (-2.11035, -3.80274, 3.71092)
H (-1.61652, -3.32831, 2.11213)
H (-3.92238, -2.29962, 3.82747)
H (-4.10478, -3.36568, 2.46726)
H (-5.97350, -1.70430, 2.59508)
H (-6.86386, 0.32873, 1.48653)
H (-5.22374, 1.89816, 0.36905)
H (-2.86663, 1.26027, 0.30837)
Cl (-2.83662, -3.78646, -0.22588)
C (-3.05355, -2.60095, -1.53781)
C (-2.54023, -1.30808, -1.41584)
C (-2.99400, -0.46868, -2.42947)
Cl (-2.66879, 1.25348, -2.34587)
C (-3.74060, -0.87453, -3.54128)
Cl (-4.19481, 0.23190, -4.79238)
C (-4.13123, -2.20304, -3.64594)
Cl (-5.02891, -2.75575, -5.01527)
C (-3.80762, -3.07512, -2.61571)
Cl (-4.35025, -4.71911, -2.70235)
C (0.69486, 0.33799, -3.09745)
C (0.83907, 1.24131, -1.87502)
C (2.35789, 1.41231, -1.61737)
C (0.08698, 0.69353, -0.61945)
C (0.33110, 2.66978, -2.14283)
C (-0.16367, 3.08893, -3.37217)
C (-0.56774, 4.40527, -3.57858)
C (-0.47651, 5.33262, -2.55358)
C (0.02760, 4.93105, -1.32110)
C (0.42744, 3.62069, -1.12173)
H (1.20143, -0.61153, -2.91638)
H (1.17788, 0.77714, -3.97533)
H (-0.34320, 0.12287, -3.34840)
H (2.90136, 0.48257, -1.78587)
H (2.56092, 1.75698, -0.60591)
H (2.75913, 2.14917, -2.31603)
H (-0.35230, 1.55476, -0.11394)
H (-0.25851, 2.38116, -4.18414)
H (-0.96083, 4.69821, -4.54452)
H (-0.79227, 6.35621, -2.71156)
H (0.11199, 5.64141, -0.50809)
H (0.81923, 3.32575, -0.15348)

For each record above, in turn, the calculated maximum force values are 0.293; 1.309 eV/Å.
For each record above, in turn, the calculated energy relative to the best compared isomer or geometry (same formula, charge and spin) values are 1.68; 17.27 kcal/mol.